Entry 1:
ORCA calculation (the ωB97M-V functional and the def2-TZVPD basis) on C47H76IN5O7S2SbSi4Ti as an isolated structure.

Each line ends with the Löwdin charge.
Element x y z (Å)
1 Ti 0.45 -0.50 -0.61  0.736
2 O 4.22 1.22 -4.18  0.057
3 C 4.33 2.08 -3.15  -0.269
4 C 5.24 3.12 -3.27  -0.014
5 C 5.40 4.03 -2.24  -0.080
6 C 4.66 3.91 -1.06  -0.088
7 C 3.74 2.88 -0.95  -0.030
8 C 3.54 1.98 -1.99  -0.079
9 C 2.52 0.93 -1.83  -0.399
10 O 1.57 1.08 -0.96  -0.166
11 N 2.65 -0.16 -2.55  0.085
12 N 1.80 -1.17 -2.07  -0.059
13 C 1.76 -2.26 -2.74  -0.042
14 C 1.11 -3.47 -2.21  -0.140
15 C 1.32 -4.69 -2.86  -0.042
16 C 0.90 -5.88 -2.30  -0.089
17 C 0.25 -5.85 -1.07  -0.065
18 C -0.01 -4.65 -0.43  -0.013
19 C 0.38 -3.45 -1.01  -0.312
20 O 0.03 -2.29 -0.45  -0.280
21 H 3.64 0.48 -3.89  0.066
22 H 5.82 3.20 -4.18  0.117
23 H 6.10 4.85 -2.35  0.104
24 H 4.80 4.61 -0.25  0.099
25 H 3.15 2.77 -0.05  0.105
26 H 2.33 -2.32 -3.66  0.136
27 H 1.85 -4.68 -3.81  0.113
28 H 1.08 -6.82 -2.81  0.100
29 H -0.07 -6.78 -0.60  0.106
30 H -0.52 -4.63 0.52  0.062
31 C -1.63 4.46 -2.72  -0.019
32 C -0.89 4.53 -1.38  -0.628
33 C -1.54 5.58 -0.49  -0.031
34 C 0.57 4.88 -1.62  -0.021
35 O -0.91 3.23 -0.77  -0.158
36 Si -1.98 2.56 0.29  -0.096
37 S -1.38 0.59 0.64  0.467
38 O -3.53 2.75 -0.19  -0.139
39 C -4.60 2.07 -0.88  -0.632
40 C -5.56 1.54 0.17  -0.024
41 C -5.29 3.11 -1.74  -0.024
42 C -4.07 0.93 -1.74  -0.034
43 O -1.84 3.41 1.69  -0.157
44 C -2.74 3.74 2.75  -0.629
45 C -1.87 4.26 3.88  -0.026
46 C -3.52 2.50 3.20  -0.027
47 C -3.71 4.83 2.29  -0.028
48 H -1.80 5.46 -3.11  0.095
49 H -2.60 3.97 -2.58  0.062
50 H -1.05 3.90 -3.45  0.074
51 H -1.40 6.57 -0.93  0.094
52 H -1.09 5.56 0.50  0.085
53 H -2.61 5.39 -0.38  0.081
54 H 0.64 5.79 -2.22  0.093
55 H 1.06 4.07 -2.17  0.080
56 H 1.09 5.03 -0.68  0.091
57 H -5.98 2.37 0.75  0.089
58 H -5.04 0.86 0.85  0.052
59 H -6.38 1.00 -0.31  0.095
60 H -5.65 3.94 -1.13  0.090
61 H -6.15 2.66 -2.26  0.092
62 H -4.61 3.51 -2.49  0.061
63 H -3.57 0.19 -1.12  0.052
64 H -3.36 1.32 -2.47  0.074
65 H -4.90 0.45 -2.26  0.097
66 H -1.27 3.45 4.30  0.069
67 H -2.49 4.69 4.67  0.090
68 H -1.20 5.04 3.50  0.087
69 H -2.85 1.64 3.22  0.043
70 H -4.33 2.29 2.50  0.066
71 H -3.94 2.66 4.19  0.097
72 H -3.17 5.76 2.08  0.084
73 H -4.45 5.02 3.07  0.092
74 H -4.22 4.51 1.38  0.071
75 S -2.68 0.09 -6.50  1.038
76 C -1.90 0.00 -4.93  -0.508
77 C -2.04 -1.17 -4.19  -0.064
78 C -1.43 -1.26 -2.95  -0.099
79 N -0.74 -0.26 -2.39  -0.022
80 C -0.59 0.85 -3.12  -0.093
81 C -1.13 1.02 -4.38  -0.051
82 C -2.77 1.84 -6.77  -0.536
83 C -3.41 2.67 -5.85  -0.089
84 C -3.42 4.03 -6.10  -0.136
85 N -2.86 4.59 -7.18  0.068
86 C -2.29 3.78 -8.06  -0.136
87 C -2.22 2.40 -7.91  -0.079
88 H -2.61 -2.00 -4.57  0.114
89 H -1.54 -2.16 -2.36  0.116
90 H -0.03 1.65 -2.65  0.107
91 H -0.96 1.95 -4.91  0.111
92 H -3.88 2.27 -4.97  0.108
93 H -3.91 4.71 -5.41  0.109
94 H -1.86 4.25 -8.94  0.108
95 H -1.73 1.78 -8.65  0.105
96 N 1.65 1.46 2.05  0.213
97 C 1.93 0.17 2.01  -0.644
98 O 1.63 -0.60 1.08  -0.135
99 C 2.67 -0.43 3.19  -0.568
100 I 4.60 0.43 3.42  0.819
101 H 1.05 1.85 1.33  0.083
102 H 1.83 1.99 2.88  0.114
103 H 2.81 -1.49 3.03  0.050
104 H 2.14 -0.24 4.12  0.030
105 C 1.34 -5.04 4.08  -0.250
106 Si -0.50 -4.74 3.87  0.271
107 C -1.24 -4.99 5.57  -0.222
108 C -1.17 -6.19 2.85  -0.226
109 Sb -0.68 -2.44 2.73  0.941
110 Si -1.09 -1.23 4.95  0.281
111 C -0.95 0.63 4.65  -0.240
112 C 0.31 -1.64 6.15  -0.231
113 C -2.69 -1.49 5.88  -0.216
114 Si -3.17 -2.79 2.21  0.270
115 C -3.31 -3.50 0.49  -0.216
116 C -4.16 -1.21 2.26  -0.234
117 C -4.03 -3.98 3.37  -0.217
118 H 1.54 -6.06 4.44  0.032
119 H 1.76 -4.34 4.82  0.018
120 H 1.87 -4.89 3.14  0.024
121 H -1.12 -6.04 5.86  0.038
122 H -2.31 -4.75 5.59  0.011
123 H -0.76 -4.37 6.33  0.007
124 H -0.35 -6.85 2.56  0.031
125 H -1.69 -5.89 1.94  -0.003
126 H -1.87 -6.76 3.45  0.030
127 H -0.92 0.87 3.58  -0.017
128 H -0.06 1.05 5.13  0.030
129 H -1.83 1.14 5.07  0.024
130 H 1.24 -1.88 5.62  0.009
131 H 0.06 -2.52 6.76  0.011
132 H 0.49 -0.81 6.83  0.033
133 H -3.56 -1.33 5.25  0.006
134 H -2.74 -0.78 6.72  0.039
135 H -2.75 -2.50 6.29  0.018
136 H -2.60 -3.01 -0.18  0.008
137 H -4.32 -3.36 0.10  0.035
138 H -3.09 -4.57 0.48  0.022
139 H -3.61 -0.40 1.78  -0.043
140 H -4.39 -0.91 3.28  0.023
141 H -5.11 -1.36 1.73  0.040
142 H -3.53 -4.95 3.40  0.006
143 H -5.06 -4.13 3.02  0.041
144 H -4.06 -3.58 4.39  0.015

For the gap between HOMO and LUMO (spin up / spin down), the calculation gives 6.936 / 7.358 eV. The expectation value of S² is 0.76. The spin multiplicity is 2. The relative energy (zero: lowest compared OMol25 entry of this formula, charge and spin) comes out at 0.0 kJ/mol. Its total energy is -5979.26510 hartree. The total charge is 0. The lowest unoccupied orbital energy (spin up / spin down) is -0.0028 / -0.0144 hartree.

=====

Entry 2:
ORCA calculation (the ωB97M-V functional and the def2-TZVPD basis) on a 20-piece molecular cluster, C47H79Cl38FIN4O2 overall.

Each line ends with the Löwdin charge.
Element x y z (Å)
1 C -3.24 -1.75 0.57  -0.125
2 C -2.23 -0.61 0.75  -0.204
3 N -2.25 0.46 -0.25  -0.069
4 C -1.91 0.03 -1.59  -0.123
5 C -0.35 -0.10 -1.83  -0.096
6 C 0.47 0.30 -0.64  -0.114
7 C 1.27 -0.61 0.08  -0.066
8 C 1.39 -2.07 -0.30  -0.050
9 C 2.75 -2.21 -1.08  -0.343
10 C 2.58 -1.87 -2.57  -0.026
11 O 3.41 -3.42 -0.78  -0.089
12 C 3.19 -4.50 -1.68  -0.158
13 C 1.75 -4.95 -1.79  -0.210
14 C 1.11 -4.90 -3.03  -0.061
15 C -0.20 -5.33 -3.21  -0.130
16 C -0.89 -5.85 -2.11  -0.153
17 C -0.27 -5.89 -0.87  -0.079
18 C 1.04 -5.45 -0.70  -0.043
19 C 1.98 -0.14 1.18  -0.057
20 C 2.88 -1.03 2.00  -0.095
21 C 2.26 -1.40 3.37  -0.184
22 F 0.90 -1.16 3.41  -0.027
23 C 1.86 1.24 1.48  -0.165
24 C 2.64 1.78 2.66  -0.234
25 C 2.48 3.28 2.89  -0.741
26 C 3.10 4.14 1.76  -0.180
27 I 3.53 3.73 4.73  0.835
28 N 1.12 2.07 0.79  0.169
29 N 0.48 1.57 -0.23  -0.062
30 N -0.27 2.53 -0.96  0.182
31 C 0.43 3.09 -1.88  -0.331
32 C -0.24 4.14 -2.69  -0.037
33 C 1.87 2.77 -2.19  0.005
34 C -3.39 1.28 -0.16  -0.480
35 C -3.42 2.59 -0.92  -0.010
36 O -4.33 1.01 0.55  0.088
37 H -3.24 -2.21 -0.41  0.055
38 H -4.22 -1.41 0.90  0.040
39 H -2.95 -2.53 1.27  0.037
40 H -1.23 -1.03 0.83  0.109
41 H -2.42 -0.14 1.72  0.090
42 H -2.32 -0.95 -1.86  0.105
43 H -2.29 0.71 -2.34  0.118
44 H -0.06 0.57 -2.65  0.104
45 H -0.13 -1.10 -2.18  0.021
46 H 1.49 -2.67 0.59  0.127
47 H 0.56 -2.40 -0.91  0.117
48 H 3.38 -1.42 -0.67  0.138
49 H 1.61 -2.19 -2.94  0.027
50 H 3.40 -2.23 -3.18  0.095
51 H 2.57 -0.78 -2.65  0.074
52 H 3.73 -5.35 -1.25  0.136
53 H 3.64 -4.35 -2.66  0.119
54 H 1.65 -4.53 -3.89  0.114
55 H -0.66 -5.30 -4.18  0.066
56 H -1.92 -6.24 -2.19  0.005
57 H -0.79 -6.30 -0.01  0.074
58 H 1.55 -5.50 0.26  0.104
59 H 3.17 -1.91 1.44  0.103
60 H 3.79 -0.47 2.21  0.076
61 H 2.49 -2.45 3.57  0.041
62 H 2.76 -0.83 4.16  0.112
63 H 3.70 1.63 2.40  0.063
64 H 2.46 1.20 3.55  0.093
65 H 1.43 3.52 3.04  0.002
66 H 3.76 3.57 1.10  0.080
67 H 2.29 4.63 1.21  0.031
68 H 3.71 4.93 2.19  0.035
69 H -1.15 4.47 -2.21  0.074
70 H -0.48 3.74 -3.68  0.094
71 H 0.46 4.97 -2.80  0.009
72 H 2.53 2.96 -1.35  0.079
73 H 1.93 1.72 -2.50  0.076
74 H 2.16 3.36 -3.06  0.084
75 H -2.66 2.63 -1.69  0.020
76 H -4.38 2.61 -1.44  0.084
77 H -3.34 3.43 -0.23  0.090
78 C 6.54 -0.43 4.19  -0.989
79 Cl 6.22 1.00 3.19  0.532
80 Cl 6.12 -1.93 3.35  0.528
81 H 7.59 -0.45 4.44  -0.056
82 H 5.94 -0.36 5.09  0.033
83 C -3.68 -2.61 4.58  -1.005
84 Cl -4.27 -1.22 3.67  0.583
85 Cl -4.09 -4.14 3.78  0.511
86 H -2.60 -2.54 4.67  0.027
87 H -4.14 -2.62 5.56  -0.041
88 C -4.87 -5.32 -4.35  -0.995
89 Cl -5.20 -3.63 -4.76  0.497
90 Cl -3.26 -5.47 -3.64  0.631
91 H -5.60 -5.65 -3.63  -0.042
92 H -4.93 -5.93 -5.25  0.032
93 C -4.77 -4.86 7.68  -1.028
94 Cl -6.44 -4.40 7.98  0.496
95 Cl -3.66 -3.50 7.95  0.535
96 H -4.50 -5.66 8.36  -0.041
97 H -4.67 -5.19 6.65  0.007
98 C 10.79 -0.93 3.94  -1.010
99 Cl 9.93 -0.55 5.44  0.533
100 Cl 11.43 0.52 3.17  0.517
101 H 11.61 -1.60 4.18  0.027
102 H 10.10 -1.41 3.26  0.023
103 C -7.15 -7.10 10.91  -1.020
104 Cl -6.02 -7.26 9.55  0.523
105 Cl -6.36 -7.41 12.46  0.522
106 H -7.54 -6.08 10.92  0.032
107 H -7.96 -7.81 10.77  -0.063
108 C -0.59 -0.87 -5.63  -1.048
109 Cl -0.82 -2.06 -4.34  0.628
110 Cl 1.09 -0.33 -5.76  0.518
111 H -0.88 -1.32 -6.57  0.024
112 H -1.21 -0.01 -5.41  -0.050
113 C 2.31 7.35 -2.41  -1.007
114 Cl 0.60 7.52 -2.85  0.537
115 Cl 2.51 6.29 -1.00  0.562
116 H 2.84 6.92 -3.25  -0.054
117 H 2.71 8.33 -2.17  -0.016
118 C 2.43 11.33 -1.62  -1.008
119 Cl 4.08 10.75 -1.37  0.527
120 Cl 2.00 11.38 -3.34  0.537
121 H 1.75 10.65 -1.12  0.023
122 H 2.34 12.33 -1.21  0.029
123 C 3.53 5.94 -6.42  -0.992
124 Cl 5.27 5.70 -6.24  0.528
125 Cl 2.99 7.41 -5.60  0.566
126 H 3.30 6.03 -7.48  0.030
127 H 3.02 5.09 -5.99  0.021
128 C -1.53 10.42 -4.16  -1.046
129 Cl -1.86 11.88 -5.09  0.524
130 Cl -1.98 8.95 -5.05  0.491
131 H -0.47 10.37 -3.95  -0.053
132 H -2.10 10.45 -3.24  0.030
133 C -1.63 3.14 4.16  -0.983
134 Cl -1.10 3.02 2.48  0.578
135 Cl -0.73 4.38 5.04  0.528
136 H -2.69 3.39 4.18  0.030
137 H -1.47 2.18 4.64  0.028
138 C -4.13 5.50 -5.47  -1.027
139 Cl -5.86 5.52 -5.82  0.527
140 Cl -3.75 4.37 -4.15  0.511
141 H -3.60 5.17 -6.35  -0.051
142 H -3.82 6.49 -5.17  -0.005
143 C -5.88 -4.64 0.17  -0.984
144 Cl -4.15 -5.01 0.15  0.523
145 Cl -6.58 -4.71 -1.45  0.560
146 H -6.37 -5.37 0.80  0.029
147 H -6.02 -3.64 0.58  0.027
148 C -9.26 -8.57 7.99  -0.999
149 Cl -9.99 -8.30 9.58  0.555
150 Cl -8.81 -7.05 7.22  0.495
151 H -8.37 -9.18 8.11  0.023
152 H -9.98 -9.08 7.36  0.025
153 C -2.65 1.97 -8.07  -0.964
154 Cl -2.72 3.71 -8.34  0.562
155 Cl -1.15 1.49 -7.25  0.576
156 H -3.49 1.69 -7.45  0.035
157 H -2.70 1.47 -9.03  0.033
158 C 2.41 -4.87 5.44  -1.031
159 Cl 2.88 -5.01 3.74  0.513
160 Cl 3.37 -3.65 6.28  0.523
161 H 1.36 -4.59 5.49  0.032
162 H 2.57 -5.83 5.92  -0.027
163 C 6.86 8.62 -8.53  -1.039
164 Cl 7.37 9.91 -7.44  0.503
165 Cl 6.02 9.26 -9.94  0.501
166 H 7.73 8.07 -8.86  0.026
167 H 6.18 7.97 -7.99  -0.021
168 C 1.44 -8.70 3.33  -0.996
169 Cl 0.40 -7.83 2.20  0.530
170 Cl 1.41 -7.98 4.95  0.544
171 H 1.10 -9.73 3.40  0.028
172 H 2.46 -8.67 2.96  0.029

For the gap between HOMO and LUMO, the calculation gives 8.192 eV. Its total energy is -20092.31989 hartree. The total charge is +1. The lowest unoccupied orbital energy is -0.1070 hartree.